(1)
The following is a DFT calculation (ωB97M-V/def2-TZVPD) of a 3-piece molecular cluster, C4H16N2O overall in a non-equilibrium geometry.

Positions of all 23 atoms, in Å:
C -0.583 -1.118 -0.270
H 3.056 -0.037 1.336
H 1.554 -0.824 -1.148
O -3.906 -1.768 0.538
H -0.649 -1.960 -1.096
H 2.203 2.031 -2.128
H 0.404 0.509 -1.502
H 0.785 1.771 0.490
H 3.495 1.605 -1.212
H -4.702 -1.169 0.667
H -4.191 -2.404 -0.227
H -0.422 -1.560 0.732
H 2.448 2.431 -0.330
C 2.261 0.705 1.424
H -2.686 -0.731 -0.107
C 1.322 0.833 0.301
H -1.764 0.448 -0.763
H -1.065 -0.104 0.712
N 2.476 1.722 -1.127
C 0.811 -0.084 -0.709
H 2.875 1.684 1.533
N -1.714 -0.288 -0.041
H 1.703 0.402 2.447

Calculated values
Net charge: +3
E_tot, hartree: -345.2661
Lowest unoccupied orbital energy (alpha / beta), Ha: -0.5003 / -0.7002
Energy relative to the best compared isomer or geometry (same formula, charge and spin), kJ/mol: 447.4
2S+1: 2
Kohn-Sham gap (alpha / beta), eV: 11.126 / 3.625

Atomic partial charges in e from the natural (NBO) method, atoms 1 to 2:
1 C -0.157
2 H 0.295



(2)
The following is a DFT calculation (ωB97M-V/def2-TZVPD) of C51H37Cl3CsF6GeN11O2 as an isolated structure in a non-equilibrium geometry.

Positions of all 112 atoms, in Å:
H 1.413 6.395 -1.914
H 2.455 -3.471 0.922
C -5.391 3.135 -0.100
F 1.519 5.102 1.205
Ge -2.597 0.344 -1.962
C -2.052 2.841 -3.557
H -4.532 -5.810 0.296
C -3.540 -5.388 0.440
C 5.125 -4.781 -0.723
C -3.292 1.772 4.211
F 4.098 3.768 2.941
H 5.341 -5.430 -1.560
F 2.063 5.569 3.245
H 2.402 -0.906 0.555
C -2.915 -3.309 1.728
C -1.389 -5.394 -0.834
C -3.435 -5.300 -2.075
C -1.335 -5.333 -3.242
H -1.924 -3.628 2.011
H -6.977 3.063 1.320
C 5.839 -3.269 0.993
C -4.687 -2.266 1.408
H 7.168 -4.342 -0.289
H 2.678 -2.592 -2.259
F 0.061 4.901 2.784
C -3.719 2.270 1.891
Cl -1.928 -1.911 -0.993
C -3.374 3.283 -1.608
H -4.098 5.293 -1.415
C -2.836 1.877 2.928
N 1.150 0.386 -1.989
H -5.428 -1.487 1.423
H -0.859 -5.427 0.112
N 1.601 -5.822 -2.901
H -3.060 6.077 -3.517
C -4.651 2.003 4.514
C 2.588 -1.513 -2.234
H -2.609 1.483 5.000
C 1.006 -1.269 3.350
C -2.192 4.160 -3.965
C 1.355 4.700 2.478
C 4.281 -1.937 2.419
H 3.727 5.552 -2.308
C -2.718 -5.284 -3.263
H 0.561 3.074 4.487
C 1.330 -0.919 -2.034
C 3.118 3.485 -2.260
H -1.481 2.155 -4.169
C -2.940 5.047 -3.204
Cl -4.818 0.086 -1.882
H 4.906 -1.080 2.154
C 4.426 2.933 -2.471
H 2.249 3.530 4.824
C 3.512 0.696 -2.356
C 4.616 1.600 -2.516
Cl -2.158 -0.356 -4.039
C 1.724 3.209 2.696
C -5.077 2.501 2.193
H -3.240 -5.216 -4.208
C -3.526 4.605 -2.029
N 0.767 3.106 -1.877
N 2.879 -5.588 -2.418
C 1.623 5.336 -1.982
H -1.720 4.493 -4.882
C -5.919 2.918 1.132
N 2.908 -1.499 2.539
H -4.997 1.902 5.535
C -0.670 -5.378 -2.021
C 4.522 -3.014 1.364
C 0.585 4.405 -1.823
C -5.528 2.347 3.524
H 1.839 1.860 4.356
H -0.760 -5.308 -4.158
N -4.895 -3.401 0.780
H -6.001 3.444 -0.937
C 3.490 -3.675 0.687
C 1.600 2.912 4.202
H 0.442 -1.529 -1.890
C 2.215 1.197 -2.148
N 0.867 -0.911 2.049
C 2.011 2.639 -2.094
C 2.085 -1.059 1.577
F 3.424 3.175 0.974
C 3.800 -4.527 -0.385
C 6.136 -4.161 -0.019
H -1.794 1.696 2.699
C -2.773 -5.364 -0.855
O 1.441 -4.924 -0.898
H 0.194 -1.235 4.059
C 2.892 4.870 -2.197
O 0.944 2.439 1.926
C 3.679 -0.700 -2.391
H 5.604 1.184 -2.671
H 5.260 3.616 -2.585
N -3.480 -2.161 2.021
H 6.644 -2.748 1.500
N -3.212 2.476 0.640
H -0.433 4.740 -1.647
C -3.999 2.925 -0.300
Cs -0.452 1.282 0.375
H -4.517 -5.246 -2.091
C 0.787 -5.407 -1.996
N -3.742 -4.064 0.993
H 4.565 -2.256 3.420
F 3.570 1.707 2.548
H -6.574 2.522 3.747
C 3.205 2.985 2.285
H 4.669 -1.114 -2.546
N 2.211 -1.678 3.684
C 2.742 -5.062 -1.250
H -3.016 -5.991 1.183
C -2.650 2.374 -2.390

Calculated values
Net charge: -1
E_tot, hartree: -6795.5992
Lowest unoccupied orbital energy (alpha / beta), Ha: 0.0646 / 0.0644
Energy relative to the best compared isomer or geometry (same formula, charge and spin), kJ/mol: 114.4
2S+1: 2
Kohn-Sham gap (alpha / beta), eV: 5.680 / 7.758

Atomic partial charges in e from the Mulliken method, atoms 1 to 2:
1 H 0.463
2 H 0.882



(3)
The following is a DFT calculation (ωB97M-V/def2-TZVPD) of C8H12OS as an isolated structure in a non-equilibrium geometry.

Positions of all 22 atoms, in Å:
H -1.398 -2.386 0.291
H -0.040 -0.336 2.261
H 1.502 0.131 -2.632
C -0.116 1.379 0.234
O 0.797 0.713 3.915
H 0.869 -1.306 0.621
C 0.615 0.657 -2.121
C -1.582 -1.692 -0.622
C 1.531 -0.599 0.088
H 2.224 0.001 0.789
H 2.072 -1.055 -0.678
H -0.375 0.422 -2.675
C -0.954 -0.365 -0.367
C 0.524 0.600 2.788
H -2.653 -1.697 -0.420
H 0.735 1.721 -2.212
H -0.210 2.349 -0.328
C 0.458 0.235 -0.612
H -2.128 0.849 1.146
C -1.399 0.590 0.428
S 0.829 1.881 1.701
H -1.303 -2.092 -1.593

Calculated values
Net charge: 0
E_tot, hartree: -785.3459
Lowest unoccupied orbital energy, Ha: 0.0252
Energy relative to the best compared isomer or geometry (same formula, charge and spin), kJ/mol: 231.5
Kohn-Sham gap, eV: 9.848

Atomic partial charges in e from the natural (NBO) method, atoms 1 to 2:
1 H 0.231
2 H 0.118